24
Properties=species:S:1:pos:R:3 method="wB97M-V/def2-TZVPD" relative_energy_kcal_mol=175.27 lumo_ev="-1.111 / -1.073" multiplicity=1 charge=0 gap_ev="5.3 / 5.4" e_tot_ha=-640.55889
C 2.09966 0.99131 0.27196
C 0.76177 0.87375 0.08447
C 0.32991 -0.57983 0.43867
C 1.51427 -1.18802 0.95637
C 2.68676 -0.30680 0.69184
C -0.12724 1.86896 -0.56730
C 3.52525 -0.90162 -0.45851
C -3.00834 0.50965 1.06792
C -2.85102 -1.74069 -0.87740
Si -1.67766 -0.59135 0.21681
H 2.68485 1.77532 -0.00515
H 3.31890 -0.15402 1.56564
H -0.69089 1.34594 -1.22962
H 0.36411 2.68344 -0.90673
H -0.82448 2.27583 0.10474
H 2.85508 -0.74726 -1.29237
H 3.87054 -1.83768 -0.10299
H 4.40079 -0.20758 -0.68027
H -3.66968 1.11830 0.30162
H -3.71474 -0.26563 1.43629
H -2.83663 0.98802 2.01295
H -3.72050 -1.26840 -1.16343
H -2.30186 -2.04532 -1.75234
H -2.98883 -2.59630 -0.11316

---

35
Properties=species:S:1:pos:R:3 method="wB97M-V/def2-TZVPD" relative_energy_kcal_mol=9.93 lumo_ev="2.893 / 2.892" multiplicity=2 charge=-1 gap_ev="7.8 / 7.8" e_tot_ha=-1549.80730
Au -0.20456 1.27807 -0.96066
O -0.52182 2.02837 -3.60087
N 0.09143 1.25290 -4.39969
C -0.29221 1.28204 -5.71714
C 0.36233 0.46190 -6.62718
C 1.25572 -0.46223 -6.21007
C 1.69098 -0.45673 -4.88712
C 1.08500 0.41703 -3.93004
S 1.55332 0.53964 -2.30330
H -1.10055 1.90018 -5.95416
H 0.03836 0.56296 -7.62479
H 1.64221 -1.25319 -6.90112
H 2.38270 -1.15569 -4.51704
N 1.17822 -2.61082 4.70581
C 0.45314 -2.75491 3.40485
C 0.90360 -1.71437 2.36472
N 0.17051 -0.47666 2.32458
C 0.28776 0.30525 3.53132
C -1.01916 0.75144 4.03309
H 2.12632 -2.93616 4.58853
H 0.66841 -3.13400 5.40667
H -0.61566 -2.56503 3.58716
H 0.53958 -3.76325 2.96196
H 0.83514 -2.20472 1.38339
H 1.96719 -1.47723 2.47729
H -0.78754 -0.52971 1.92883
H 0.91820 1.15669 3.33100
H 0.73568 -0.26101 4.35631
H -1.03620 1.29203 4.98120
H -1.79414 0.95941 3.34210
F -1.84496 3.19319 1.98780
B -2.77424 2.78591 1.00608
F -1.93290 1.78698 0.21544
F -3.78662 2.04611 1.56904
F -3.17525 3.75558 0.14601

---

28
Properties=species:S:1:pos:R:3 method="wB97M-V/def2-TZVPD" relative_energy_kcal_mol=61.72 lumo_ev="2.543 / 2.547" multiplicity=1 charge=-1 gap_ev="4.2 / 3.6" e_tot_ha=-1541.56737
Bi -0.73205 0.51826 1.54051
Cl -2.31026 1.52648 -0.30123
Cl 1.27064 -0.87218 2.47263
C -1.55424 -1.44306 1.30169
H -1.18483 -2.30395 1.84030
H -2.60045 -1.55426 1.02543
C 0.39602 -0.41613 -0.67190
C -0.49574 -1.31833 -0.13484
H 0.87561 0.48303 -0.26229
C -1.61595 -1.63133 -1.20497
H 0.06422 -2.22723 0.03463
C -1.14000 -1.94253 -2.61618
H -2.18536 -2.46565 -0.75666
H -2.26006 -0.74225 -1.25319
C -0.07192 -0.92545 -3.00962
H -0.71103 -2.95764 -2.67460
H -2.01383 -1.93097 -3.28105
C 0.99011 -0.91813 -1.88339
H 0.39523 -1.13480 -3.97711
H -0.54275 0.07433 -3.07911
H 1.35422 -1.94996 -1.75318
H 1.83491 -0.27325 -2.15732
C 2.25751 4.37079 3.78129
C 1.61504 3.46705 2.84450
N 1.09182 2.74788 2.09626
H 3.24172 4.67193 3.40210
H 2.38905 3.87832 4.75391
H 1.64239 5.26906 3.92340

---

35
Properties=species:S:1:pos:R:3 method="wB97M-V/def2-TZVPD" relative_energy_kcal_mol=0.00 lumo_ev="-17.053 / -17.341" multiplicity=2 charge=+4 gap_ev="6.2 / 5.9" e_tot_ha=-2710.98787
Tl -1.75794 -0.16189 -6.61055
Ce -0.63956 -0.58100 -1.67686
Cl -1.58951 -1.97552 -4.63042
Cl -1.38057 1.88159 -2.06280
C 1.42523 1.24959 -1.47563
C 0.37118 -1.95515 -6.90303
C 0.44821 1.50605 -7.29903
O 2.07070 2.16588 -1.21489
O 1.08307 -2.81990 -6.66514
O 1.30102 2.20381 -7.58383
C -1.57523 3.34538 2.37508
C -1.05206 2.28020 1.45184
O -2.13925 1.28610 1.33503
P -1.84304 -0.18525 0.69769
O -1.86725 -1.26316 1.91087
C -1.53241 -0.97335 3.31194
C -0.04820 -1.03616 3.55431
O 0.71240 -1.60631 -0.53959
C 1.59051 -2.28765 0.35037
C 2.92514 -1.58269 0.45340
H -2.51675 3.76181 2.00688
H -0.84343 4.15286 2.44528
H -1.73593 2.94752 3.38449
H -0.83692 2.65961 0.44667
H -0.14400 1.79546 1.84773
H -1.95416 -0.00289 3.59620
H -2.06132 -1.75623 3.85808
H 0.50379 -0.35111 2.89828
H 0.15462 -0.74898 4.58877
H 0.33016 -2.05418 3.40926
H 1.08201 -2.34290 1.32281
H 1.71201 -3.30848 -0.03251
H 2.81841 -0.56862 0.84944
H 3.57281 -2.14671 1.12443
H 3.41622 -1.52772 -0.52457

---

35
Properties=species:S:1:pos:R:3 method="wB97M-V/def2-TZVPD" relative_energy_kcal_mol=0.00 lumo_ev="-14.526 / -19.043" multiplicity=5 charge=+4 gap_ev="8.1 / 3.5" e_tot_ha=-2357.67234
In -0.72027 4.77730 -3.25070
Ir -0.47360 0.49468 -0.42296
Cl -1.33268 3.82898 -5.40556
Cl -1.85942 2.21393 0.23142
C 0.90951 -0.15772 0.61177
C -1.11043 6.62043 -5.68104
C -0.50082 7.54873 -3.33177
O 1.78620 -0.62183 1.23203
O -1.27797 7.28348 -6.59471
O -0.29968 8.66621 -3.15189
C -2.62479 -3.63426 -3.26001
C -2.05256 -2.22266 -3.22329
O -1.05637 -2.17039 -2.14178
P 0.06740 -1.07021 -1.88038
O 1.32690 -1.99890 -1.43169
C 1.16408 -3.45187 -1.13993
C 0.33044 -3.75654 0.07043
O 0.46840 -0.47002 -3.33725
C 1.52466 0.58866 -3.15970
C 0.97183 1.79260 -2.46027
H -2.92038 -3.99376 -2.26957
H -1.89438 -4.32490 -3.72025
H -3.52715 -3.58047 -3.88118
H -1.52488 -1.97728 -4.14761
H -2.80064 -1.43198 -3.03303
H 0.75323 -3.88898 -2.05193
H 2.19895 -3.78796 -1.02392
H -0.67084 -3.31429 0.05345
H 0.21586 -4.84105 0.11590
H 0.87541 -3.45441 0.96475
H 2.25895 0.06293 -2.53869
H 1.97762 0.84336 -4.12972
H 0.58668 1.71880 -1.38840
H 1.80179 2.48870 -2.30166
H 0.15504 2.23247 -3.05162

---

38
Properties=species:S:1:pos:R:3 method="wB97M-V/def2-TZVPD" relative_energy_kcal_mol=37.23 lumo_ev="-1.249 / -2.169" multiplicity=5 charge=0 gap_ev="6.1 / 5.4" e_tot_ha=-3305.09138
Rh 0.94678 2.32608 -1.62046
Te 1.44438 1.65933 -4.07146
Te 3.51833 2.22090 -2.50189
Te 2.51756 4.48878 -0.92164
Te -0.00313 4.72550 -1.75142
Cl -3.07687 0.96923 0.89877
C -3.35784 1.16505 -0.86424
Cl -4.90589 1.95782 -1.10797
Cl -3.36909 -0.42699 -1.62819
C -2.14852 2.02041 -1.40457
O -2.36206 3.18632 -1.70436
O -1.06663 1.36721 -1.41908
C 1.08168 -1.27382 -0.81904
N 0.91027 -1.02109 0.60052
C 1.31067 -2.10050 1.49364
C 0.86225 0.28548 1.01552
O 1.23506 1.21666 0.28404
N 0.40024 0.54130 2.26359
C -0.58723 -0.29241 2.93438
C 0.47106 1.91653 2.73715
H 1.68244 -2.16881 -0.94527
H 1.60787 -0.43729 -1.27842
H -0.75814 -0.60112 -1.51707
H 2.31729 -2.44153 1.23704
H 0.62279 -2.94455 1.41486
H 1.32696 -1.76316 2.52390
H -0.93873 -1.08163 2.27562
H -1.44606 0.32521 3.19979
H -0.18382 -0.72806 3.85161
H 1.36691 2.39632 2.35615
H 0.50253 1.90687 3.82635
H -0.40214 2.48636 2.40662
C 0.17207 -3.73693 -2.03536
C -0.71158 -2.51632 -2.07365
N -0.20266 -1.45467 -1.50233
H 0.62473 -3.94469 -1.05707
H 0.98809 -3.61109 -2.75791
H -0.38957 -4.61671 -2.33815

---

30
Properties=species:S:1:pos:R:3 method="wB97M-V/def2-TZVPD" lumo_ev="-4.392 / -4.418" multiplicity=5 charge=+1 gap_ev="5.9 / 5.9" e_tot_ha=-1742.81293
C 2.64180 -1.63160 1.01987
O 2.15278 -0.56780 0.20431
C 2.17912 -0.74364 -1.15186
C 1.90246 0.52776 -1.86410
O 0.82095 1.13925 -1.15079
C 0.22225 2.28944 -1.66673
C -0.56086 2.92512 -0.56372
O -0.62796 2.43946 0.54768
H 2.11410 -2.56086 0.76544
H 3.72044 -1.74661 0.85572
H 2.41165 -1.35355 2.05324
H 2.32429 -1.74284 -1.55909
H 2.74468 1.24067 -1.82187
H 1.63777 0.32388 -2.91031
H 0.98220 3.00220 -2.03037
H -1.15278 3.82063 -0.82219
H -0.47051 2.05126 -2.49095
O -0.25196 0.28328 3.00854
C -1.15772 -0.79975 2.93948
C -1.50305 -1.14211 1.49823
O -2.78416 -0.57214 1.11403
C -3.10199 -0.60823 -0.18283
C -2.26985 -0.68918 -1.23676
Er 0.29895 0.56894 1.08251
H -2.07554 -0.60487 3.53942
H -0.66540 -1.70027 3.37141
H -1.51372 -2.22131 1.27272
H -4.18194 -0.49201 -0.32413
H -2.68063 -0.42569 -2.21271
H -1.15538 -1.00943 -1.28416